A molecular structure, C50H72CsI2N14O4P2Si2. Source: the Open Molecules 2025 dataset; level of theory: ωB97M-V/def2-TZVPD.

Results
- Net charge: -1
- 2S+1: 1
- Gap between HOMO and LUMO: 4.7 eV
- Energy relative to the best compared isomer or geometry (same formula, charge and spin): 0.0 kcal per mole

Positions of all 147 atoms, in Å:
C: 2.406 -3.699 3.992
N: -4.809 3.570 -0.268
C: -0.743 2.860 -2.980
C: -0.953 -4.001 -2.534
H: -0.441 -4.577 1.727
C: -4.403 1.465 -2.932
N: 0.827 -0.825 -4.128
C: -2.612 -1.667 2.645
H: 2.523 -4.590 4.602
H: 3.908 4.643 0.518
C: -4.515 2.690 0.659
H: 5.012 -0.102 3.022
C: 0.862 4.224 -2.071
N: -0.107 3.317 -1.907
I: 2.543 7.849 4.607
C: -4.324 -1.889 -0.573
H: -4.326 -6.659 3.424
H: 1.392 -3.734 -0.608
H: 5.063 -5.619 -1.134
H: 3.853 -4.312 2.546
C: -1.898 3.734 4.111
Cs: 0.005 0.784 0.459
H: -1.013 2.876 -5.108
C: -3.990 -5.643 3.267
C: -2.315 -4.103 2.508
H: 3.797 2.953 1.026
H: -4.611 -0.402 -4.941
H: -5.418 1.054 -2.857
C: 5.140 -4.929 -0.290
H: 5.041 -5.514 0.626
P: -2.727 -0.484 -2.243
C: 2.548 4.282 2.112
H: -3.563 0.938 -5.424
H: -1.524 2.132 -2.790
C: 1.615 3.629 4.234
O: 1.462 2.203 2.343
H: 2.253 5.502 -1.050
H: 5.224 1.341 2.026
H: -5.389 -1.652 -0.675
N: -3.312 -0.635 2.965
N: -1.668 3.001 1.847
N: -3.633 -1.828 -1.854
C: 3.015 -2.385 2.030
C: 3.132 -3.557 2.837
N: -1.348 -1.514 2.092
H: 6.143 -4.494 -0.292
C: -4.807 -4.576 3.633
H: -5.196 -2.400 -3.170
C: -5.358 4.638 0.397
N: -1.085 -3.831 1.935
C: 6.528 -0.972 0.261
C: -1.475 5.005 3.764
C: 1.568 -2.665 4.410
C: 3.209 3.854 0.819
N: -2.780 0.560 2.564
C: -1.154 5.261 2.443
C: 1.589 4.662 -0.825
H: -1.354 -4.789 -3.177
C: 0.370 -0.934 -5.498
H: -2.105 -6.236 2.419
H: -3.870 -1.184 0.119
C: -0.669 -2.552 1.760
N: 2.106 -1.442 2.409
C: 4.061 -2.824 -2.130
C: 1.219 4.692 -3.332
H: 0.323 -2.413 1.345
C: -4.375 -3.278 3.439
C: 1.083 -3.835 -3.847
H: -5.777 -4.767 4.073
H: 4.677 1.458 -0.791
H: 4.310 0.043 -1.780
H: -5.739 4.984 2.569
H: 0.824 -0.736 3.836
P: 0.010 -1.536 -2.899
I: 0.997 2.093 5.510
H: -4.110 1.859 -1.965
H: 1.501 1.176 -4.187
C: -1.977 2.755 3.124
C: 2.740 5.552 2.613
C: -3.125 -3.024 2.877
C: 4.620 0.438 2.158
N: -0.083 -3.133 -3.321
H: 1.715 -3.152 -4.407
H: 3.251 6.292 2.007
H: 2.749 -0.063 -4.453
H: 3.593 0.735 2.378
H: 4.972 -2.230 -2.177
Si: 3.844 -3.537 -0.383
H: -4.209 -3.721 -2.526
H: -4.657 2.668 2.747
C: 1.831 3.286 2.868
C: 1.846 0.182 -3.884
H: -2.553 1.151 4.529
H: -4.237 -2.897 -0.156
H: -1.376 5.777 4.517
H: 1.998 -4.813 0.667
H: 7.071 -0.032 0.119
H: -1.053 4.373 0.476
C: 4.150 0.502 -0.805
H: -0.796 6.230 2.126
H: -2.855 -0.643 -5.072
H: 3.230 -2.175 -2.419
C: -2.748 -5.412 2.705
H: 0.810 4.568 -5.435
C: 1.480 -1.564 3.579
H: -3.995 1.746 0.582
C: -2.454 1.399 3.468
H: 2.114 -5.317 -1.028
C: -5.396 4.395 1.737
H: -0.407 -4.467 -1.709
H: 6.668 -1.570 -0.641
H: 1.682 -4.277 -3.044
N: -4.868 3.142 1.888
H: 3.086 0.728 -0.703
O: -1.557 -1.121 -3.130
C: -4.176 -2.688 -2.885
H: 2.098 0.203 -2.827
C: 2.171 -4.459 -0.351
C: -0.457 3.278 -4.270
H: -0.365 -1.732 -5.588
Si: 4.688 -0.627 0.607
H: 0.738 -4.632 -4.511
H: -2.134 3.483 5.136
C: 2.325 5.878 3.902
H: -3.546 -2.661 -3.773
C: 0.548 4.215 -4.445
H: 6.992 -1.514 1.086
N: -3.441 0.472 -3.399
H: -1.782 -3.429 -2.119
C: 1.814 4.899 4.737
H: -5.691 5.517 -0.129
H: 0.859 5.017 -0.084
O: -2.429 0.274 -1.024
H: 1.578 5.122 5.769
H: 4.155 -3.622 -2.871
H: -4.986 -2.431 3.718
H: -0.086 0.004 -5.836
H: 1.212 -1.160 -6.160
H: -4.422 2.295 -3.641
N: 2.391 3.547 -0.352
C: -1.275 4.222 1.527
H: 1.013 -2.709 5.337
C: 3.813 -2.207 0.853
C: -3.630 0.060 -4.775
H: 1.768 2.769 -0.159
H: 2.018 5.415 -3.429
O: 0.493 -1.115 -1.582